Entry A
Formula: C3H10N2O
Source: OMol25
Level of theory: ωB97M-V/def2-TZVPD

**Kohn-Sham gap**: 3.6 eV
**HOMO level**: -7.190 eV

ORCA input file:
```
! wB97M-V def2-TZVPD RIJCOSX def2/J DEFGRID3
* xyz 0 1
C -0.62 -1.46 0.69
C 0.67 -0.73 0.90
C 0.68 0.63 0.41
N 0.01 1.11 -0.92
N 1.83 -1.50 0.05
H -0.51 -2.26 -0.03
H -1.44 -0.75 0.33
H -1.14 -1.91 1.56
H 0.17 1.30 1.11
H 1.78 0.82 0.33
H -0.36 0.28 -1.34
H 2.78 -1.34 0.50
H 1.38 -2.34 0.60
H -2.49 3.47 -1.81
H -0.80 1.85 -0.86
O -1.95 2.80 -1.51
*
```

---

Entry B
Formula: C3H10N2O
Source: OMol25
Level of theory: ωB97M-V/def2-TZVPD

**Kohn-Sham gap**: 8.2 eV
**HOMO level**: -7.157 eV

ORCA input file:
```
! wB97M-V def2-TZVPD RIJCOSX def2/J DEFGRID3
* xyz 0 1
C -0.43 2.23 1.39
C 0.04 1.07 0.64
C 0.64 0.00 1.29
N 1.38 -0.96 0.52
N 0.52 1.17 -0.79
H -1.60 2.21 1.54
H -0.05 2.11 2.42
H 0.06 3.21 1.03
H 0.84 0.21 2.32
H 1.73 -0.65 -0.43
H 2.13 -1.49 0.95
H 1.47 0.99 -0.93
H 0.14 2.00 -1.17
H -2.56 -3.10 -3.03
H -1.52 -3.84 -2.26
O -1.94 -2.88 -2.32
*
```

---

Entry C
Formula: C3H10N2O
Source: OMol25
Level of theory: ωB97M-V/def2-TZVPD

**Kohn-Sham gap**: 9.8 eV
**HOMO level**: -8.915 eV

ORCA input file:
```
! wB97M-V def2-TZVPD RIJCOSX def2/J DEFGRID3
* xyz 0 1
O 0.55 -2.28 1.49
C -0.38 -1.62 1.11
C -1.58 -2.17 0.40
H -0.34 -0.52 1.27
H -1.93 -1.43 -0.32
H -1.30 -3.05 -0.19
H -2.38 -2.38 1.12
N 1.64 0.62 -0.44
C 0.85 1.80 -0.21
N 0.19 2.24 -1.44
H 1.20 -0.25 -0.17
H 2.55 0.70 -0.02
H 1.44 2.62 0.21
H 0.08 1.63 0.57
H -0.73 2.63 -1.29
H 0.13 1.46 -2.08
*
```

---

Entry D
Formula: C3H10N2O
Source: OMol25
Level of theory: ωB97M-V/def2-TZVPD

**Kohn-Sham gap**: 9.5 eV
**HOMO level**: -8.466 eV

ORCA input file:
```
! wB97M-V def2-TZVPD RIJCOSX def2/J DEFGRID3
* xyz 0 1
C 2.05 -0.37 0.88
C 1.94 0.95 1.02
N 1.03 -1.19 0.30
H 3.01 -0.86 0.96
H 2.84 1.49 1.27
H 1.01 1.48 0.85
H -2.02 -1.15 0.29
H 0.79 -0.94 -0.64
H 1.27 -2.17 0.30
N -1.24 0.93 -0.21
C -1.83 0.02 -1.20
O -2.16 -1.23 -0.66
H -1.36 0.72 0.77
H -1.46 1.91 -0.30
H -1.12 -0.05 -2.03
H -2.76 0.46 -1.59
*
```

---

Which structure is most stable, and how do the rest compare? From most to least stable: entry C, entry D, entry B, entry A.